--- i ---
The following is a quantum chemistry calculation of C20H33N3O7PRbS7Sb as an isolated structure, from the OMol25 dataset.

Structure (ORCA input):
```
! RIJCOSX wB97M-V def2-TZVPD def2/J DEFGRID3
* xyz -2 2
Sb 1.63 -0.57 -4.06
Rb 0.38 -0.26 -0.83
S 2.79 -1.66 0.86
S 0.36 1.27 -3.60
S 2.56 0.09 -6.33
S 1.24 0.89 2.32
S 3.97 0.58 -1.21
S 3.85 0.53 -4.78
S 2.42 3.26 0.28
P -1.78 2.02 -0.45
O -4.93 -6.24 -1.09
O -0.58 -2.06 0.52
O -3.73 -6.23 -2.86
O -0.52 -2.59 -3.44
O -1.73 -2.75 2.82
O 0.83 -2.36 -1.71
O -3.54 -3.88 2.72
N -3.96 -5.84 -1.72
N -0.29 -2.73 -2.19
N -2.55 -3.39 2.17
C -1.31 -2.94 0.03
C -2.36 -3.62 0.78
C 4.66 2.24 -0.96
C -1.25 -3.32 -1.38
C 4.33 -0.77 1.23
C -3.10 -4.85 -1.16
C 1.94 -0.49 3.29
C -2.70 0.43 1.68
C 2.09 3.49 2.05
C -3.23 -4.54 0.18
C 2.28 2.26 2.92
C 4.21 2.94 0.31
C 1.99 -1.78 2.48
C 5.00 -0.44 -0.10
C -2.93 1.47 -1.80
C -2.87 1.82 1.04
C -3.29 4.49 -0.71
C -2.13 -4.22 -1.96
C -1.90 3.86 -0.70
C -2.85 -0.02 -2.12
H -3.63 -0.29 -2.85
H 3.32 1.93 2.92
H 2.93 -0.19 3.63
H 4.98 -1.38 1.85
H -1.39 4.05 -1.65
H -3.41 0.28 2.50
H -2.99 -0.65 -1.24
H 4.44 2.32 1.18
H -3.95 1.76 -1.54
H 5.95 0.07 0.05
H -2.05 -4.45 -3.01
H 4.08 0.16 1.76
H -2.85 -0.36 0.95
H 1.04 3.80 2.07
H 4.73 3.90 0.42
H -3.22 5.57 -0.89
H -1.89 -0.25 -2.58
H -3.98 -5.03 0.79
H 5.19 -1.36 -0.66
H -3.79 4.35 0.25
H 2.48 -2.55 3.07
H 2.00 2.49 3.95
H -3.92 4.07 -1.49
H -1.69 0.31 2.07
H 4.34 2.79 -1.84
H 5.75 2.16 -0.98
H -1.29 4.32 0.08
H -2.62 2.03 -2.69
H 2.70 4.31 2.43
H 0.98 -2.12 2.23
H -2.59 2.59 1.76
H 1.30 -0.65 4.16
H -3.92 1.98 0.76
*
```

Calculated values
<S²>   0.79
Frontier orbital gap (spin up / spin down)   3.8 / 4.6 eV
E_HOMO (spin up / spin down)   -0.7 / -1.5 eV



--- ii ---
The following is a quantum chemistry calculation of C20H33N3O7PRbS7Sb as an isolated structure, from the OMol25 dataset.

Structure (ORCA input):
```
! RIJCOSX wB97M-V def2-TZVPD def2/J DEFGRID3
* xyz -2 2
Sb -2.95 3.15 -1.25
Rb -0.51 0.78 -0.22
S -4.90 3.73 0.24
S 0.46 -1.11 2.52
S 0.64 2.23 2.50
S -2.86 -1.33 2.49
S -2.66 2.11 2.46
S -5.15 4.19 -1.81
S -3.34 0.92 -1.69
P -0.97 -2.17 -1.38
O 5.30 2.55 -5.45
O 5.71 -0.14 -1.62
O 3.65 3.92 -5.65
O 1.95 1.01 -0.42
O -0.29 3.30 -2.89
O 0.15 3.00 -0.69
O 4.34 -0.04 0.03
N 4.25 3.04 -5.05
N 4.67 0.27 -1.10
N 0.51 2.92 -1.95
C 2.35 2.95 -3.46
C 4.37 1.66 -3.06
C 2.51 1.52 -1.41
C -0.29 -0.38 -3.50
C 1.73 -0.21 3.45
C 1.80 2.48 -2.29
C -0.45 -1.87 3.87
C -2.27 -4.56 -2.35
C 3.64 2.51 -3.82
C -3.83 1.09 3.36
C 2.05 1.16 2.83
C -0.31 2.12 4.02
C -1.76 -2.47 3.35
C -1.05 -1.67 -3.17
C -2.33 -3.42 -1.34
C -1.65 2.82 3.79
C 3.83 1.17 -1.87
C 0.52 -3.27 -1.39
C -3.30 -0.25 3.87
C 1.81 -2.50 -1.09
H -0.48 1.07 4.26
H 1.80 -2.08 -0.08
H -0.80 0.48 -3.06
H -4.07 -0.74 4.48
H 1.37 -0.10 4.47
H -0.65 -1.12 4.63
H -1.47 3.86 3.50
H 2.65 -0.80 3.48
H 0.14 -2.67 4.33
H -2.11 -1.51 -3.38
H -3.25 -2.85 -1.45
H -1.54 -3.24 2.61
H 0.75 -0.40 -3.17
H -2.29 -2.95 4.17
H -2.24 2.83 4.71
H 0.60 -3.79 -2.35
H 0.24 2.59 4.84
H 2.51 1.03 1.85
H -1.38 -5.17 -2.22
H -2.27 -4.19 -3.37
H 1.77 3.62 -4.07
H -3.14 -5.23 -2.24
H -0.29 -0.21 -4.58
H -4.65 0.94 2.65
H 0.35 -4.03 -0.62
H -0.70 -2.51 -3.78
H 5.36 1.36 -3.37
H -2.42 -0.08 4.49
H -4.23 1.67 4.20
H 1.97 -1.66 -1.77
H 2.77 1.67 3.48
H 2.69 -3.15 -1.17
H -2.35 -3.82 -0.31
*
```

Calculated values
<S²>   0.77
Frontier orbital gap (spin up / spin down)   3.8 / 4.8 eV
E_HOMO (spin up / spin down)   -0.7 / -1.8 eV



Short version: ii is the most stable of them.



--- i ---
The following is a quantum chemistry calculation of C5H10NOS as an isolated structure, from the OMol25 dataset.

Structure (ORCA input):
```
! RIJCOSX wB97M-V def2-TZVPD def2/J DEFGRID3
* xyz 1 1
S 1.37 -2.66 0.34
O -0.84 -1.34 1.31
N 0.60 0.07 -0.17
C 0.53 -1.29 1.09
C -1.06 1.10 -1.58
C -0.83 0.10 -0.50
C -1.54 -0.55 0.46
C 1.14 1.22 0.63
H 1.27 2.07 -0.10
H -0.28 1.30 -2.17
H -2.54 -0.64 0.61
H -1.21 2.17 -1.17
H 0.28 1.54 1.38
H 1.30 -0.17 -0.95
H 0.33 -3.48 0.24
H 2.11 0.73 1.01
H -1.95 0.79 -2.17
H 1.31 -0.98 1.74
*
```

Calculated values
Frontier orbital gap   10.3 eV
E_HOMO   -13.7 eV



--- ii ---
The following is a quantum chemistry calculation of a 2-piece molecular cluster, C5H10NOS overall, from the OMol25 dataset.

Structure (ORCA input):
```
! RIJCOSX wB97M-V def2-TZVPD def2/J DEFGRID3
* xyz 1 1
S -2.37 0.82 0.07
O -1.75 -0.16 -2.29
N -0.36 -1.10 -0.27
C -2.12 -0.37 -1.06
C 2.12 -0.88 -0.11
C 0.77 -0.31 0.15
C 0.21 1.79 1.68
C 0.65 0.68 0.97
H 2.35 -1.59 0.63
H -1.53 0.67 -2.57
H -0.69 -1.63 0.54
H 2.81 -0.01 -0.12
H 2.17 -1.24 -1.18
H 0.95 2.60 1.73
H 0.21 1.50 2.72
H -0.66 2.29 1.13
H -0.15 -1.61 -1.09
H -2.62 -1.44 -0.92
*
```

Calculated values
Frontier orbital gap (spin up / spin down)   5.7 / 5.7 eV
E_HOMO (spin up / spin down)   -12.3 / -12.3 eV



Short version: i is the most stable of them.



--- i ---
The following is a quantum chemistry calculation of an isolated ion of composition C2H7Br2N2 and charge +1, from the OMol25 dataset.

Structure (ORCA input):
```
! RIJCOSX wB97M-V def2-TZVPD def2/J DEFGRID3
* xyz 1 1
Br 1.43 -1.84 -0.07
Br 2.52 1.46 -0.14
N -1.31 -0.45 -0.56
N 0.54 0.26 1.51
C -0.21 0.54 -0.78
C 1.03 0.27 0.24
H -0.50 1.52 -0.50
H -1.96 -0.39 -1.34
H -0.24 -0.40 1.50
H -0.83 -1.36 -0.71
H 1.10 0.36 2.39
H -1.68 -0.45 0.40
H 0.12 0.47 -1.93
*
```

Calculated values
Frontier orbital gap   9.8 eV
E_HOMO   -13.7 eV
SMILES   NC(Br)(Br)C[NH3+]



--- ii ---
The following is a quantum chemistry calculation of a 2-piece molecular cluster, C2H7Br2N2 overall, from the OMol25 dataset.

Structure (ORCA input):
```
! RIJCOSX wB97M-V def2-TZVPD def2/J DEFGRID3
* xyz 1 1
Br 2.35 -1.17 0.15
Br -1.10 -2.09 -0.12
N 0.13 -0.32 -2.41
N -0.62 -0.21 1.73
C -0.36 -0.14 0.22
C 1.08 0.10 -0.13
H 0.32 -0.45 2.27
H -0.89 0.68 2.04
H 0.60 0.09 -3.22
H -1.17 0.36 -0.18
H 0.54 -1.23 -2.57
H -1.39 -0.94 1.96
H 1.21 0.97 -0.61
*
```

Calculated values
Frontier orbital gap   6.6 eV
E_HOMO   -12.8 eV



Short version: i is the most stable of them.



--- i ---
The following is a quantum chemistry calculation of a 2-piece molecular cluster, CF2OS overall, from the OMol25 dataset.

Structure (ORCA input):
```
! RIJCOSX wB97M-V def2-TZVPD def2/J DEFGRID3
* xyz 0 1
S 1.51 0.18 -1.07
F -1.80 -0.50 0.04
F -0.67 -1.10 1.75
O 1.66 1.53 -1.52
C -0.70 -0.10 0.81
*
```

Calculated values
Frontier orbital gap (spin up / spin down)   7.5 / 7.4 eV
E_HOMO (spin up / spin down)   -9.1 / -9.1 eV



--- ii ---
The following is a quantum chemistry calculation of the molecule CF2OS, from the OMol25 dataset.

Structure (ORCA input):
```
! RIJCOSX wB97M-V def2-TZVPD def2/J DEFGRID3
* xyz 0 1
S -1.39 -0.63 0.10
F 0.96 1.14 0.03
F 1.79 -0.94 -0.09
O -2.13 0.58 -0.11
C 0.78 -0.15 0.07
*
```

Calculated values
Frontier orbital gap (spin up / spin down)   8.0 / 6.8 eV
E_HOMO (spin up / spin down)   -8.5 / -8.0 eV



Short version: ii is the most stable of them.



--- i ---
The following is a quantum chemistry calculation of CH5N3OS2 as an isolated structure, from the OMol25 dataset.

Structure (ORCA input):
```
! RIJCOSX wB97M-V def2-TZVPD def2/J DEFGRID3
* xyz 0 1
S 1.46 1.88 0.19
S 1.73 -1.18 -0.49
O -2.70 0.42 -0.30
N 0.00 1.17 -0.29
N -1.59 -0.55 0.11
N 0.55 -0.84 0.92
C -0.43 -0.04 0.21
H -0.21 -1.72 0.95
H -0.63 1.65 -1.21
H -3.44 -0.33 0.03
H 2.25 1.17 -0.85
H 3.01 -1.64 0.71
*
```

Calculated values
Frontier orbital gap   8.5 eV
E_HOMO   -9.0 eV



--- ii ---
The following is a quantum chemistry calculation of the molecule CH5N3OS2, from the OMol25 dataset.

Structure (ORCA input):
```
! RIJCOSX wB97M-V def2-TZVPD def2/J DEFGRID3
* xyz 0 1
S 2.57 -0.12 -0.42
S -2.59 -0.55 -0.23
O -0.82 1.80 -0.58
N -0.18 0.91 0.32
N -0.98 -1.11 -0.57
N 1.20 -1.01 0.02
C -0.04 -0.37 -0.14
H 0.69 1.38 0.59
H 3.17 -0.01 0.83
H -2.23 -0.29 1.17
H 1.12 -1.97 -0.33
H -1.92 1.33 -0.66
*
```

Calculated values
Frontier orbital gap   9.5 eV
E_HOMO   -8.9 eV
SMILES   ON/C(=N\S)NS



Short version: ii is the most stable of them.